Entry 1:
This record from OMol25 describes an isolated molecule of C12H14OSe in a non-equilibrium geometry. The level of theory is the ωB97M-V functional and the def2-TZVPD basis.

Each line ends with the Löwdin charge.
Atoms and positions in Å:
C  -2.3736  -1.8344  -1.0677  -0.144
H  -2.6226  -2.8195  -0.7652  0.052
H  5.1887  -0.0222  0.4660  0.144
C  1.3456  0.2718  -0.5020  -0.456
C  3.4061  1.2668  0.1542  -0.096
O  -0.0493  -0.5003  1.5772  -0.073
C  -0.9497  -1.1386  1.0305  -0.468
Se  -0.3926  0.1976  -1.2503  1.363
C  4.0393  0.0451  0.2649  -0.104
H  4.0575  2.1072  0.3311  0.102
C  -1.2702  -1.1511  -0.3145  -0.557
C  -2.5144  1.4322  0.1977  -0.303
H  -1.4752  -1.9962  1.5518  0.138
H  -0.5754  2.0992  0.5325  0.074
H  -3.1547  -1.0629  -1.0827  0.058
C  2.0652  -0.9182  -0.6325  -0.121
C  3.3739  -1.0529  -0.1736  -0.097
H  -2.0961  -2.1677  -2.1852  0.114
H  -3.2202  1.4031  -0.5621  0.077
H  -2.2936  0.5378  2.2745  0.092
H  3.6999  -2.0641  -0.0488  0.103
H  -1.3469  2.6074  -1.1024  0.057
C  -1.2913  1.9509  -0.2717  -0.213
C  2.0330  1.3801  0.0347  -0.073
H  1.4931  2.3168  -0.0931  0.101
H  -3.7590  0.2066  1.3063  0.063
C  -2.8433  0.7626  1.3299  0.040
H  1.5258  -1.8573  -0.9997  0.129

Atomic forces in eV per Å
C 1.055 0.734 -2.729
H -0.701 -0.571 1.336
H -2.385 0.249 -0.121
C 1.906 -0.848 0.618
C 0.422 0.728 1.559
O -0.233 0.595 0.589
C 0.195 -2.343 0.269
Se -0.926 0.396 0.307
C 3.010 0.143 -0.579
H -0.363 0.545 0.132
C 1.065 0.278 -1.356
C -0.697 -0.698 2.012
H 0.120 0.640 0.204
H 0.215 0.517 -0.329
H -0.738 -1.044 -0.393
C -1.382 -1.482 -0.259
C -1.694 -0.885 0.182
H -0.285 1.448 2.080
H -1.721 -0.132 -1.212
H 0.066 0.856 -1.180
H 0.713 -0.300 -0.265
H 0.187 0.835 -0.354
C 1.780 -1.166 0.960
C -0.982 -0.113 -2.627
H 0.547 0.202 0.655
H -0.737 0.165 0.002
C 0.766 -0.220 -0.004
H 0.797 1.472 0.503

Calculated values
Gap between HOMO and LUMO in eV: 7.803
HOMO level in eV: -7.58

Entry 2:
This record from OMol25 describes a structure of composition C19H23N2O4W. The level of theory is the ωB97M-V functional and the def2-TZVPD basis.

Each line ends with the Löwdin charge.
Atoms and positions in Å:
C  -3.5503  -2.0339  -0.8887  -0.222
H  2.3562  -1.3372  2.9038  0.099
O  0.4720  -4.3550  -2.0033  0.126
C  0.1374  -2.3036  -3.2661  -0.084
C  2.8267  1.8116  3.2032  0.013
H  2.4555  4.1352  0.7747  0.126
C  -2.3306  -2.2708  1.0603  -0.157
C  2.3159  3.2057  1.3125  0.013
H  1.0614  -1.7821  -3.5285  0.143
H  -3.7133  -0.5272  0.7930  0.120
H  -3.1608  0.7377  -1.2816  0.115
C  1.5112  2.2263  0.7626  -0.162
C  -2.0719  -3.3858  0.2468  -0.115
H  0.5879  -1.0112  1.5336  0.128
H  -1.8845  -2.0855  2.0253  0.124
H  -4.2768  -1.6978  -1.6114  0.120
C  0.5338  -0.0547  1.0102  -0.096
H  0.9321  -0.7404  3.7617  0.090
W  -1.4460  -1.3988  -0.9494  1.637
C  0.3680  -3.1636  -2.0245  -0.590
O  0.3516  -2.3772  -0.9300  -0.215
C  -3.2465  -1.4082  0.3824  -0.212
H  2.5388  -0.4165  4.3870  0.086
H  3.3001  4.5629  3.9664  0.100
H  -0.1977  2.7219  -0.4297  0.090
C  2.0462  0.7922  2.7001  -0.179
O  -0.2778  0.0278  0.0546  -0.164
H  -3.4959  -0.0447  -3.4154  0.132
H  -0.1880  -2.9022  -4.1143  0.139
H  -2.4635  1.3571  -3.7085  0.137
H  3.3478  1.6657  4.1412  0.129
H  4.0183  4.8980  2.3895  0.084
C  -2.5125  0.3843  -3.2228  -0.100
N  -0.8932  -1.3576  -2.8422  -0.135
H  -2.7622  -3.9374  -1.7915  0.136
H  -1.6228  1.1933  -1.5442  0.093
C  -1.4643  -0.5457  -3.8132  -0.485
C  1.3573  1.0073  1.4740  -0.096
C  0.8657  2.5027  -0.5651  -0.026
H  -1.3232  -4.1430  0.4249  0.138
N  -2.3074  0.4681  -1.7593  -0.058
H  0.9556  1.6638  -1.2530  0.085
O  -1.1759  -0.5632  -4.9794  0.130
C  2.9691  3.0245  2.5290  -0.216
C  1.9553  -0.4968  3.4731  -0.032
C  3.8139  4.1130  3.1142  -0.024
H  4.7610  3.7167  3.4797  0.093
H  1.3250  3.3763  -1.0231  0.089
C  -2.7989  -3.2520  -0.9588  -0.150

Atomic forces in eV per Å
C -0.066 0.035 -0.044
H -0.011 -0.001 -0.011
O 0.182 -0.048 -0.049
C 0.030 -0.217 0.092
C -0.028 -0.017 -0.031
H -0.006 0.006 -0.001
C -0.053 -0.006 0.082
C -0.004 -0.061 -0.046
H -0.028 -0.005 -0.091
H -0.014 -0.035 0.026
H 0.002 0.031 -0.055
C 0.044 0.066 0.038
C 0.132 0.071 -0.052
H -0.001 0.013 -0.020
H -0.014 -0.005 0.000
H -0.036 -0.043 0.032
C -0.041 -0.104 -0.066
H -0.008 0.020 -0.006
W 0.412 -0.168 -0.026
C 0.018 0.286 0.049
O -0.365 -0.057 0.056
C -0.044 -0.009 -0.001
H -0.002 -0.009 0.001
H 0.002 0.001 0.004
H 0.000 -0.039 -0.011
C 0.032 0.086 0.018
O -0.122 0.077 0.145
H 0.002 0.016 -0.016
H 0.005 0.002 0.017
H 0.024 -0.016 -0.015
H 0.008 -0.001 0.004
H -0.004 0.001 -0.002
C -0.018 -0.033 -0.028
N -0.218 -0.047 -0.181
H -0.035 -0.026 0.037
H -0.078 0.034 -0.013
C 0.085 0.032 0.071
C -0.011 -0.138 -0.053
C -0.064 0.057 -0.001
H -0.041 -0.011 0.043
N 0.132 0.176 0.056
H 0.028 -0.025 0.003
O -0.044 0.023 -0.013
C 0.028 0.007 0.030
C 0.026 -0.049 0.031
C 0.004 0.008 -0.002
H -0.003 -0.006 0.005
H -0.009 0.003 0.010
C 0.172 0.126 -0.016

Calculated values
Gap between HOMO and LUMO (spin up / spin down) in eV: 6.918 / 6.918
Charge: +1
HOMO level (spin up / spin down) in eV: -11.18 / -11.18